71
Properties=species:S:1:pos:R:3 method="wB97M-V/def2-TZVPD" molar_mass_g_mol=465.66 homo_ev=-9.179 energy_ha=-1801.35142 smiles="Cc1cc(C)c(S(=O)(=O)NC[C@H]2CC[C@H](C(=O)NCCCN3CCOCC3)CC2)c(C)c1"
C -4.83930 -4.31518 -0.55914
C -4.72482 -2.83852 -0.33913
C -5.45927 -1.94117 -1.09758
C -5.37675 -0.56656 -0.89685
C -6.20798 0.33341 -1.75357
C -4.52509 -0.09700 0.10013
S -4.31445 1.65753 0.43046
O -4.41789 1.91731 1.83622
O -5.12320 2.47530 -0.43342
N -2.68750 1.85524 -0.01292
C -2.11558 3.10455 0.46566
C -0.58967 3.14418 0.32745
C -0.14264 3.12721 -1.13557
C 1.37789 3.20528 -1.24090
C 2.03060 2.04642 -0.48913
C 3.55108 2.16241 -0.51684
O 4.13625 3.21980 -0.39308
N 4.18308 0.98115 -0.67065
C 5.60962 0.82983 -0.51060
C 5.92901 -0.17241 0.59983
C 5.49997 -1.59586 0.23552
N 4.05696 -1.72851 0.06221
C 3.70268 -2.87042 -0.76826
C 2.18860 -2.88649 -0.98133
O 1.49690 -2.96462 0.24120
C 1.84188 -1.87943 1.06929
C 3.34790 -1.82841 1.33020
C 1.58558 2.07267 0.97759
C 0.06673 1.98645 1.07829
C -3.77982 -0.97502 0.88727
C -2.88109 -0.48779 1.97432
C -3.89014 -2.33798 0.65026
H -5.46303 -4.75735 0.21764
H -5.29041 -4.53313 -1.52357
H -3.86064 -4.78746 -0.50934
H -6.11783 -2.31598 -1.86792
H -6.81622 -0.25374 -2.43811
H -6.85589 0.95430 -1.13998
H -5.58178 1.01281 -2.32718
H -2.64224 1.79166 -1.02087
H -2.55878 3.96491 -0.05405
H -2.39821 3.16435 1.51904
H -0.25561 4.08560 0.77710
H -0.59177 3.96748 -1.66916
H -0.48488 2.20335 -1.60867
H 1.74075 4.14211 -0.81566
H 1.68098 3.17813 -2.28980
H 1.72584 1.09809 -0.94511
H 3.67828 0.10096 -0.65372
H 6.05166 0.48866 -1.45417
H 6.01355 1.81680 -0.27128
H 5.44345 0.14938 1.52181
H 7.00595 -0.17759 0.77366
H 5.87035 -2.29860 1.00072
H 5.97108 -1.86180 -0.71459
H 4.01006 -3.82075 -0.29948
H 4.20273 -2.77682 -1.73472
H 1.88971 -1.97492 -1.52269
H 1.89195 -3.76243 -1.56020
H 1.52076 -0.93855 0.59808
H 1.29549 -2.01834 2.00333
H 3.65015 -2.73558 1.88192
H 3.57799 -0.95539 1.94272
H 1.93502 3.00360 1.42837
H 2.04433 1.24380 1.52309
H -0.23732 2.00781 2.12641
H -0.27641 1.04465 0.64473
H -2.19256 0.25643 1.58610
H -3.46987 -0.00056 2.74850
H -2.32395 -1.31438 2.40876
H -3.31220 -3.02488 1.25135

***

98
Properties=species:S:1:pos:R:3 method="wB97M-V/def2-TZVPD" molar_mass_g_mol=762.91 homo_ev=-8.480 energy_ha=-3065.02549
C 4.16643 4.72207 2.95918
C 3.70336 4.98647 1.49277
O 4.36584 5.53783 0.65827
O 2.40426 4.55760 1.12530
C 2.59182 3.23352 0.56321
C 1.27806 2.79896 -0.22606
C 1.09980 1.25569 0.02710
C 0.06645 0.54563 -0.94686
Si -0.25526 -1.21269 -0.22544
C -2.01728 -1.80223 -0.72170
C -3.11739 -0.68029 -0.55685
C -4.40734 -1.12664 0.23245
N -5.45716 -1.74070 -0.60081
C -6.71829 -0.98354 -0.59302
C -7.42936 -1.07647 0.80854
C -7.78332 -2.36844 1.42676
C -8.40780 -2.38388 2.74722
C -8.71746 -1.17703 3.51244
C -8.40066 0.10295 2.89204
C -7.77502 0.12705 1.56719
O -7.50267 1.39086 1.01712
O 0.97775 -2.24267 -0.80876
Si 2.22631 -2.52549 0.35213
C 2.68275 -4.37944 0.13212
C 2.44741 -5.24092 1.43029
C 3.63857 -5.22472 2.43172
O 4.76958 -4.89751 2.17984
O 3.36861 -5.67937 3.73656
N 3.62332 -1.58319 -0.14404
C 4.66215 -1.76245 0.58544
C 4.79954 -1.29351 2.08655
C 5.95940 -2.44798 0.00156
H 4.59806 5.65027 3.40878
H 3.27798 4.42664 3.58230
H 4.97224 3.93796 2.98913
H 2.78530 2.43881 1.33849
H 3.47912 3.23140 -0.12410
H 1.45598 2.94186 -1.32050
H 0.37634 3.36418 0.13379
H 0.77921 1.02091 1.07839
H 2.09452 0.73720 -0.11402
H 0.50548 0.49461 -1.98282
H -0.91572 1.10012 -0.96899
H -0.23222 -1.07313 1.24293
H -1.95373 -2.10783 -1.80902
H -2.20789 -2.73654 -0.13208
H -3.38128 -0.19386 -1.53850
H -2.64600 0.14540 0.05838
H -4.77718 -0.23580 0.81947
H -4.07492 -1.88681 1.00153
H -5.11644 -1.93199 -1.54530
H -6.57461 0.11775 -0.80459
H -7.38330 -1.45877 -1.36916
H -7.55496 -3.32053 0.88986
H -8.67637 -3.35955 3.20898
H -9.17726 -1.22692 4.52015
H -8.61705 1.04737 3.44275
H -8.25416 1.95924 1.26165
H 1.76728 -2.22032 1.71276
H 3.74628 -4.46100 -0.22429
H 2.05517 -4.85097 -0.67915
H 2.35152 -6.31557 1.09104
H 1.49923 -5.01483 1.98101
H 3.96903 -6.42077 3.93156
H 3.85826 -0.80946 2.44010
H 5.60274 -0.49648 2.07626
H 5.18776 -2.10160 2.75837
H 6.82090 -1.71951 0.09742
H 5.80875 -2.63176 -1.08805
H 6.25986 -3.35095 0.58970
C 5.46238 8.20984 -0.41232
C 6.66568 8.78825 -0.34855
C 6.90326 10.16202 -0.88539
O 8.01177 10.65796 -0.78913
C 5.78110 10.85724 -1.51470
C 4.57843 10.27928 -1.58234
C 4.33425 8.91549 -1.02069
O 3.21764 8.43644 -1.08874
O 3.53017 10.89764 -2.15870
O 7.72298 8.15947 0.20469
H 5.27781 7.21455 -0.02424
H 5.96994 11.84381 -1.91510
H 2.78323 10.27357 -2.07690
H 8.46750 8.78602 0.12841
C -4.60279 -7.04753 -3.58398
C -3.30887 -7.35011 -3.44161
C -2.27680 -6.28883 -3.23472
O -1.11195 -6.61010 -3.09060
C -2.71889 -4.89457 -3.21916
C -4.01229 -4.59281 -3.36493
C -5.04713 -5.65520 -3.54438
O -6.21616 -5.33527 -3.65516
O -4.44554 -3.31653 -3.35641
O -2.87460 -8.62378 -3.47666
H -5.35918 -7.80598 -3.73201
H -1.96068 -4.13511 -3.08623
H -5.41382 -3.37052 -3.47775
H -1.90776 -8.57351 -3.34919

***

17
Properties=species:S:1:pos:R:3 method="wB97M-V/def2-TZVPD" molar_mass_g_mol=91.13 homo_ev=-13.641 energy_ha=-305.37346 charge=+1
C 0.06158 0.62896 1.72670
N 0.06634 -0.87438 2.05061
H 0.02172 -1.01849 3.06593
H 0.92120 -1.38453 1.78018
H -0.70305 -1.32457 1.55690
H -0.11297 0.96703 2.84435
H 1.11876 0.83750 1.86023
H -0.88788 1.04363 1.39661
C 0.73695 0.74324 -1.39040
C -0.50320 -0.01920 -1.42250
O -1.31967 -0.26724 -0.53414
N -0.71436 -0.68951 -2.62681
H 0.98404 1.04984 -2.41435
H 1.53960 0.09873 -0.99032
H -1.61925 -1.12538 -2.72641
H -0.26180 -0.28838 -3.43026
H 0.67198 1.62276 -0.74632

***

82
Properties=species:S:1:pos:R:3 method="wB97M-V/def2-TZVPD" molar_mass_g_mol=676.30 homo_ev=-11.245 energy_ha=-2387.92108 charge=+1
Pd 0.99642 0.32709 0.07056
C 1.49755 -1.17513 -1.18854
Si 0.02546 -1.49466 -2.26694
C -0.31191 0.30120 -2.71142
N -0.24350 1.17427 -1.49141
C -1.61451 1.29491 -0.87884
C -2.37410 2.56074 -1.28669
C -2.13434 2.93709 -2.74345
C -0.63248 3.15888 -2.99996
C 0.23699 2.51920 -1.91344
C 0.37686 -2.45703 -3.82615
C 1.36761 -2.02902 -4.71613
C 1.64757 -2.73841 -5.87313
C 0.93982 -3.89837 -6.16007
C -0.04300 -4.34306 -5.28902
C -0.32155 -3.62685 -4.13270
C -1.39130 -2.28293 -1.33829
C -1.17144 -3.08027 -0.21496
C -2.22619 -3.69257 0.45035
C -3.52505 -3.51743 -0.00292
C -3.76596 -2.73710 -1.12701
C -2.70775 -2.13056 -1.78643
H 2.32612 -0.77013 -1.78433
H 1.87818 -2.03966 -0.64363
H -1.22717 0.49427 -3.27159
H 0.51672 0.58597 -3.36705
H -1.51425 1.26142 0.20536
H -2.17033 0.40414 -1.16645
H -2.07792 3.40222 -0.65353
H -3.43502 2.39621 -1.09295
H -2.69815 3.83522 -2.99298
H -2.52170 2.14873 -3.39180
H -0.40068 4.22543 -3.00818
H -0.35587 2.77999 -3.98350
H 0.25191 3.15648 -1.03537
H 1.26761 2.41132 -2.25208
H 1.93890 -1.12969 -4.50612
H 2.41664 -2.39049 -6.55047
H 1.15656 -4.45483 -7.06255
H -0.59417 -5.24785 -5.50996
H -1.09445 -3.98468 -3.46213
H -0.16007 -3.23676 0.14484
H -2.03247 -4.31488 1.31535
H -4.34904 -3.99480 0.51117
H -4.77719 -2.60913 -1.49102
H -2.91303 -1.53594 -2.67194
S 4.28955 -1.52378 2.61557
C 3.49590 -0.59716 1.42155
N 2.20101 -0.68444 1.39674
C 1.73656 -1.56824 2.36741
C 0.40441 -1.92337 2.58816
C 0.12738 -2.81173 3.60279
C 1.15227 -3.35173 4.39492
C 2.47134 -3.01852 4.17797
C 2.75317 -2.11914 3.14982
H 4.04980 0.02894 0.73774
H -0.37763 -1.51951 1.95727
H -0.89750 -3.10246 3.79086
H 0.90291 -4.04703 5.18470
H 3.26190 -3.44201 4.78195
C 0.26098 3.33045 1.44076
N 0.62728 1.94281 1.84276
C -0.42996 1.47148 2.78593
N -0.59187 2.34977 3.92877
C -0.93714 3.68979 3.45002
N 0.10133 4.22771 2.56750
C 1.36392 4.27472 3.30716
N 1.75194 2.94526 3.77992
C 1.88584 2.05602 2.64287
C 0.68517 2.42953 4.64281
H -0.67973 3.28755 0.89311
H 1.04906 3.71487 0.79057
H -0.15533 0.47634 3.13653
H -1.37577 1.40780 2.24414
H -1.05942 4.35525 4.30465
H -1.88261 3.64396 2.90564
H 1.25384 4.94129 4.16259
H 2.14687 4.66834 2.65624
H 2.14729 1.06768 3.01539
H 2.67843 2.41502 1.98202
H 0.57252 3.08824 5.50404
H 0.95993 1.43375 4.99670